Entry from the OMol25 dataset: 9 unconnected molecules or ions with the total composition C26H72N2O18 at a distorted geometry (the ωB97M-V functional and the def2-TZVPD basis).

## Properties
* 2S+1: 1
* orbital gap: 8.385 eV
* structure (SMILES): COCCNCCOC.COCCNCCOC.OCCO.OCCO.OCCO.OCCO.OCCO.OCCO.OCCO
* energy above the lowest of the compared OMol25 structures with the same formula, charge and spin: 5.518 eV

Element x y z (Å)
C: -2.92082 -3.62739 0.22463
O: -3.27679 -2.74007 -0.88697
C: -4.39173 -1.90681 -0.54359
C: -4.87277 -1.20981 -1.89988
N: -4.49379 0.19755 -1.79302
C: -4.75013 0.96162 -2.99355
C: -3.61511 1.80093 -3.68211
O: -2.31753 1.11227 -3.55549
C: -1.27261 2.08598 -3.49039
H: -2.64315 -2.91673 1.00306
H: -1.94515 -4.08525 0.06170
H: -3.76739 -4.27500 0.45269
H: -4.16076 -1.22585 0.27558
H: -5.24228 -2.47612 -0.16869
H: -5.90491 -1.54362 -2.00641
H: -4.35618 -1.50974 -2.81162
H: -3.48653 0.20826 -1.86662
H: -5.57932 1.63368 -2.77247
H: -5.21931 0.32779 -3.74603
H: -3.77896 2.74047 -3.15436
H: -3.97630 1.92139 -4.70345
H: -1.31821 2.83410 -4.28181
H: -0.30357 1.64993 -3.73311
H: -1.17036 2.47104 -2.47580
C: 1.20876 -5.81064 1.55393
O: 1.64823 -4.91569 2.58230
C: 2.23001 -3.76678 2.01974
C: 2.22886 -2.72711 3.14770
N: 2.73697 -1.47478 2.70017
C: 4.17602 -1.27294 2.68897
C: 4.69049 0.18732 2.53046
O: 4.11854 0.88987 1.44513
C: 4.58394 0.36281 0.18366
H: 1.11465 -5.52153 0.50720
H: 0.29871 -6.17801 2.02823
H: 1.94957 -6.60832 1.49897
H: 1.95927 -3.44001 1.01574
H: 3.21779 -4.13338 1.74046
H: 2.73226 -2.92830 4.09333
H: 1.21731 -2.63010 3.54199
H: 2.26207 -0.62268 2.43844
H: 4.52365 -1.85122 1.83291
H: 4.62741 -1.67648 3.59535
H: 5.76152 0.34202 2.66111
H: 4.25345 0.75498 3.35195
H: 4.29786 1.04715 -0.61505
H: 4.27609 -0.67296 0.04039
H: 5.67232 0.30544 0.16811
O: -4.48305 4.46664 4.47654
C: -3.14309 4.73211 4.02225
C: -2.62812 3.89975 2.77060
O: -2.25722 2.55552 3.11378
H: -4.62110 3.53456 4.29276
H: -3.09591 5.80958 3.86433
H: -2.41827 4.58581 4.82308
H: -1.82967 4.44025 2.26222
H: -3.48371 3.84282 2.09768
H: -2.21063 2.10270 2.26856
O: 2.19898 4.97174 2.08654
C: 2.52034 3.58674 2.01107
C: 1.31252 2.67862 1.73822
O: 0.99100 2.56722 0.37438
H: 2.95846 5.55640 2.03201
H: 3.23271 3.40750 1.20577
H: 2.74511 3.35150 3.05138
H: 0.56537 3.15794 2.37076
H: 1.57705 1.70317 2.14642
H: 1.47620 1.83147 -0.00622
O: 4.18338 -1.11172 -2.59933
C: 4.26285 -1.52520 -3.94339
C: 2.94538 -1.93494 -4.64032
O: 2.01846 -0.75810 -4.62543
H: 3.69792 -0.28857 -2.50794
H: 4.50158 -0.55742 -4.38443
H: 5.14317 -2.11203 -4.20564
H: 2.33476 -2.67008 -4.11610
H: 3.00376 -2.31389 -5.66066
H: 2.17717 -0.26711 -5.43496
O: 1.41112 0.08836 -0.82258
C: 0.70681 -0.91593 -0.04241
C: -0.70982 -0.49363 0.24607
O: -0.82924 0.73441 0.97230
H: 1.17505 0.19476 -1.74700
H: 0.77364 -1.80140 -0.67454
H: 1.33085 -0.97833 0.84909
H: -1.30845 -1.16817 0.85823
H: -1.24108 -0.41164 -0.70216
H: -0.31608 1.40692 0.51842
O: -0.42018 0.80259 4.99537
C: -1.64066 0.16103 5.39334
C: -1.92896 -1.02283 4.46148
O: -2.51948 -0.68694 3.19681
H: -0.57661 1.32326 4.20415
H: -1.49389 -0.24440 6.39444
H: -2.33654 0.99949 5.42218
H: -2.50302 -1.89513 4.77398
H: -1.04158 -1.61296 4.23258
H: -2.03679 0.07623 2.87094
O: 1.33165 4.30618 -3.19501
C: 1.27116 5.44479 -2.38451
C: -0.12513 5.74790 -1.67941
O: -0.36906 4.90490 -0.59298
H: 2.04194 4.50735 -3.80870
H: 2.06827 5.32785 -1.65031
H: 1.48840 6.34600 -2.95787
H: -0.89344 5.70418 -2.45135
H: -0.20576 6.80522 -1.42705
H: 0.21307 4.14154 -0.59044
O: 1.23387 -4.54623 -2.90825
C: -0.06755 -3.91795 -2.90773
C: -1.21240 -4.89860 -3.03453
O: -1.29594 -5.51275 -4.31778
H: 1.07196 -5.32638 -3.44373
H: -0.01243 -3.46976 -1.91566
H: -0.27139 -3.17155 -3.67548
H: -2.19294 -4.50845 -2.76171
H: -1.11283 -5.82811 -2.47399
H: -2.15459 -5.94204 -4.31199

Entry from the OMol25 dataset: a gas-phase ion, C3H9BrN3S (charge +1) at a distorted geometry (the ωB97M-V functional and the def2-TZVPD basis).

## Properties
* 2S+1: 1
* orbital gap: 8.427 eV
* structure (SMILES): C[C@H]([NH3+])N(Br)C(N)=S
* total charge: +1
* energy above the lowest of the compared OMol25 structures with the same formula, charge and spin: 0.000 eV

Element x y z (Å)
C: 0.22667 2.09789 0.43990
C: 0.54731 0.59718 0.26106
N: 1.26028 0.47260 -1.04177
N: -0.62213 -0.25111 0.31271
Br: -2.40751 0.47344 -0.16674
C: -0.47533 -1.67249 0.10129
N: -1.61515 -2.38422 0.37811
S: 1.01897 -2.31494 -0.13387
H: -0.21173 2.44824 -0.46561
H: 1.05696 2.70670 0.47605
H: -0.41776 2.16772 1.35112
H: 1.19047 0.22544 1.11470
H: 0.67433 0.56221 -1.79260
H: 1.45839 -0.51601 -1.11891
H: 2.10453 0.89313 -0.91918
H: -2.23811 -2.07463 1.08280
H: -1.55019 -3.43116 0.12093

Entry from the OMol25 dataset: a molecular structure, C28H28BCaCl2F4N3S (the ωB97M-V functional and the def2-TZVPD basis).

## Properties
* 2S+1: 1
* orbital gap: 4.435 eV
* total charge: -2
* energy above the lowest of the compared OMol25 structures with the same formula, charge and spin: 0.000 eV

Element x y z (Å)
Ca: -0.68172 0.77407 0.07358
C: 1.40923 1.32698 3.33909
C: 0.48556 0.13132 3.20726
C: 0.72876 -0.94654 4.04705
C: 0.25589 -2.32086 4.02377
C: -0.43734 -2.93822 3.04153
C: -0.88570 -2.14499 1.90152
N: -0.48969 0.30451 2.28814
C: -0.44238 -2.41950 0.62774
C: 0.08341 -3.71819 0.26560
C: 0.41073 -4.00003 -1.01977
C: 0.33568 -2.99058 -2.01544
C: -0.04071 -1.73445 -1.60220
N: -0.41719 -1.43348 -0.35731
C: 0.14099 -0.60157 -2.53772
C: -0.18456 -0.72462 -3.88549
C: 0.13780 0.31224 -4.73587
C: 0.79682 1.42845 -4.22957
C: 1.04116 1.50702 -2.86795
C: 1.68909 2.72167 -2.26491
N: 0.69090 0.52068 -2.03246
H: 2.12476 1.19993 4.15142
H: 0.82542 2.23272 3.51497
H: 1.97492 1.46936 2.41146
H: 1.49318 -0.76296 4.79778
H: 0.55819 -2.91874 4.88363
H: -0.65400 -4.00303 3.13255
H: 0.16624 -4.47466 1.03358
H: 0.75417 -4.99330 -1.28765
H: 0.63325 -3.18042 -3.03628
H: -0.73856 -1.58494 -4.23590
H: -0.13107 0.25975 -5.78312
H: 1.07866 2.25172 -4.87340
H: 2.38056 3.18605 -2.96946
H: 2.22902 2.45253 -1.35760
H: 0.91588 3.44709 -2.00194
Cl: -0.01721 3.69808 1.15464
C: -1.17382 4.83292 0.51798
C: -1.29443 6.03787 1.18481
C: -2.19303 6.99018 0.73968
C: -2.96419 6.71391 -0.37968
C: -2.83210 5.50217 -1.03077
Cl: -3.83018 5.23797 -2.42446
C: -1.93274 4.48269 -0.62082
S: -1.78694 3.00102 -1.48400
H: -0.67880 6.21938 2.05657
H: -2.29569 7.93503 1.25767
H: -3.67793 7.43404 -0.75711
C: -3.37402 -1.18861 0.56516
C: -2.92292 -0.45970 1.84062
C: -3.84831 -0.94902 2.96862
C: -3.19756 1.03849 1.64333
C: -1.45986 -0.79288 2.35080
H: -4.43054 -0.97824 0.38129
H: -3.24616 -2.26588 0.65948
H: -2.83624 -0.88456 -0.33206
H: -4.89972 -0.84812 2.68271
H: -3.67705 -0.37461 3.88365
H: -3.64607 -2.00187 3.18312
H: -4.27729 1.21058 1.65918
H: -2.90186 1.40754 0.65459
H: -2.72869 1.66009 2.40653
H: -1.61089 -0.93882 3.42376
F: -2.74216 -1.93889 -4.98172
B: -3.52386 -1.82183 -3.80175
F: -4.82150 -1.37943 -4.14274
F: -3.59780 -3.08019 -3.17293
F: -2.90440 -0.88961 -2.94627

Entry from the OMol25 dataset: 4 unconnected molecules or ions with the total composition C2H12N2O3 at a distorted geometry (the ωB97M-V functional and the def2-TZVPD basis).

## Properties
* 2S+1: 1
* orbital gap: 10.648 eV
* structure (SMILES): [H]/N=C/NC.O.O.O
* energy above the lowest of the compared OMol25 structures with the same formula, charge and spin: 1.451 eV

Element x y z (Å)
H: -0.36416 1.11534 -1.42496
N: 0.34356 0.58466 -1.02072
C: 0.37641 -0.58049 -1.51991
N: 1.34828 -1.62953 -1.36540
C: 1.64133 -2.24916 -2.66514
H: -0.33876 -0.93802 -2.38585
H: 2.25620 -1.29570 -1.01761
H: 2.38850 -3.08781 -2.51793
H: 0.83575 -2.88587 -3.10752
H: 2.11978 -1.56428 -3.36347
O: -1.80789 1.61802 2.96178
H: -1.03234 1.97642 2.37359
H: -2.47980 1.25640 2.37537
O: -1.15679 -1.45372 2.39606
H: -2.04508 -1.08407 2.43421
H: -0.61987 -0.74204 2.68306
O: -0.20880 3.06634 0.31016
H: 0.13119 2.14159 0.25307
H: 0.58711 3.55490 0.16714

Entry from the OMol25 dataset: a molecular structure, C23H25LaN2OS at a distorted geometry (the ωB97M-V functional and the def2-TZVPD basis).

## Properties
* 2S+1: 1
* orbital gap: 7.234 eV

Element x y z (Å)
C: 2.31078 0.12847 2.84515
C: 2.29215 -0.58769 1.62050
C: 2.01284 0.32081 0.55945
H: 2.57164 -1.63146 1.50968
C: 1.88931 1.63331 1.13989
C: 2.06623 1.50686 2.55052
H: 1.69490 2.57118 0.60276
C: -1.47725 -1.73179 3.26992
C: -0.27534 -2.29853 2.75089
C: -0.36845 -2.32284 1.33781
H: 0.54541 -2.71725 3.33531
C: -1.58758 -1.70872 0.94246
C: -2.29551 -1.39069 2.14927
H: 2.10977 0.08891 -0.51001
H: 1.94119 2.32179 3.27087
H: 2.62024 -0.31354 3.78740
H: -3.20063 -0.79083 2.18627
H: 0.33060 -2.80266 0.64785
H: -1.80620 -1.70971 4.31963
La: -0.29372 0.37597 2.14546
C: -2.05503 -1.39437 -0.44867
C: -3.56939 -1.61062 -0.45765
C: -1.31402 -2.29170 -1.44759
H: -3.80688 -2.62653 -0.11045
H: -3.95730 -1.45663 -1.46390
H: -4.06377 -0.89913 0.21374
H: -1.46329 -3.35283 -1.20329
H: -0.23179 -2.09780 -1.46026
H: -1.69843 -2.09229 -2.45142
C: -1.67802 0.09132 -0.73932
C: -2.18116 0.62395 -2.07852
H: -0.57433 0.16215 -0.75459
H: -2.10510 0.78055 0.03543
O: -3.10281 0.10673 -2.70770
N: -1.56133 1.73924 -2.56638
C: -0.41358 2.45173 -2.02667
H: -1.97112 2.11579 -3.41001
C: 0.90203 1.86321 -2.48901
C: 2.08251 2.50070 -2.11289
H: 2.00269 3.40243 -1.50383
C: 3.31970 1.99582 -2.50538
H: 4.23035 2.50386 -2.18906
C: 3.38109 0.84777 -3.30205
H: 4.34636 0.45788 -3.62172
C: 2.20292 0.20918 -3.69491
H: 2.22465 -0.68117 -4.32253
C: 0.96209 0.71925 -3.29198
H: 0.03702 0.24161 -3.61889
H: -0.47949 2.46987 -0.92486
H: -0.48352 3.51080 -2.32510
S: -0.05749 0.73664 4.75303
C: 0.01555 0.19587 6.31457
N: -0.01952 -0.16486 7.45078

Entry from the OMol25 dataset: 2 unconnected molecules or ions with the total composition C9H14 at a distorted geometry (the ωB97M-V functional and the def2-TZVPD basis).

## Properties
* 2S+1: 1
* orbital gap: 9.996 eV
* structure (SMILES): Cc1ccccc1.CC
* energy above the lowest of the compared OMol25 structures with the same formula, charge and spin: 0.430 eV

Element x y z (Å)
C: -1.68879 2.14721 0.08388
C: -1.32324 1.11211 1.10555
C: -1.62987 -0.23203 0.84905
C: -1.05650 -1.24057 1.59464
C: -0.22849 -0.90114 2.66214
C: -0.02706 0.42232 3.03289
C: -0.58692 1.41628 2.23879
H: -1.74555 3.16500 0.48719
H: -2.71172 2.03611 -0.28253
H: -0.94762 2.14705 -0.71223
H: -2.26608 -0.45709 0.00186
H: -1.16120 -2.28027 1.31402
H: 0.13039 -1.64567 3.36385
H: 0.50918 0.59260 3.90590
H: -0.27115 2.45354 2.32187
C: 1.71101 -0.35808 -2.52796
C: 2.02676 -1.79190 -2.94315
H: 2.59094 0.25649 -2.69902
H: 0.84687 0.00202 -3.08565
H: 1.42611 -0.30337 -1.47719
H: 3.03394 -2.09814 -2.69676
H: 1.98733 -1.88460 -4.02138
H: 1.38164 -2.55787 -2.51577

Entry from the OMol25 dataset: a single C6H12ClN molecule at a distorted geometry (the ωB97M-V functional and the def2-TZVPD basis).

## Properties
* 2S+1: 1
* orbital gap: 9.911 eV
* structure (SMILES): ClCCN1CCCC1
* energy above the lowest of the compared OMol25 structures with the same formula, charge and spin: 0.826 eV

Element x y z (Å)
Cl: -2.66877 -0.63048 -0.12481
C: -1.85424 0.84742 0.49679
C: -0.53271 1.14110 -0.21383
N: 0.57904 0.43388 0.25100
C: 1.80894 1.05966 -0.28670
C: 2.88217 0.04270 0.09915
C: 2.13710 -1.31682 0.19127
C: 0.66848 -0.94588 -0.16755
H: -2.54782 1.67962 0.27941
H: -1.68398 0.62413 1.54775
H: -0.65598 1.01422 -1.29478
H: -0.28057 2.17008 0.06911
H: 1.66016 1.15683 -1.37629
H: 2.00730 2.00072 0.23297
H: 3.71272 0.04514 -0.63523
H: 3.30959 0.29111 1.05906
H: 2.45746 -2.02176 -0.56690
H: 2.37520 -1.72140 1.21170
H: -0.10662 -1.51252 0.36064
H: 0.40984 -1.01424 -1.23755

Entry from the OMol25 dataset: a molecular structure, C9H3Cl2F6NO5PdS3 (the ωB97M-V functional and the def2-TZVPD basis).

## Properties
* 2S+1: 1
* orbital gap (spin up / spin down): 6.651 / 6.653 eV
* energy above the lowest of the compared OMol25 structures with the same formula, charge and spin: 0.000 eV

Element x y z (Å)
Pd: -0.40011 1.13124 0.61086
Cl: 1.46317 -0.19639 -1.35438
C: 1.91469 1.34225 -2.00750
C: 2.33718 1.39181 -3.32282
C: 2.71172 2.60865 -3.87124
C: 2.66094 3.76909 -3.11519
C: 2.22221 3.71467 -1.80500
Cl: 2.17825 5.19106 -0.90672
C: 1.83616 2.49857 -1.21276
S: 1.37090 2.44551 0.46599
H: 2.37387 0.48068 -3.90225
H: 3.04711 2.65264 -4.89836
H: 2.95524 4.72087 -3.53300
O: -2.09934 3.37124 -0.43023
C: -1.49003 2.52851 -0.01116
F: 0.74033 -0.90133 2.97755
C: -0.54269 -0.73156 3.29074
F: -0.85733 -1.47351 4.32777
F: -0.71052 0.55992 3.60899
S: -1.59933 -1.13860 1.77938
O: -0.61034 -1.37499 0.73288
O: -2.33553 0.10516 1.52183
N: -2.57569 -2.26195 2.13722
S: -2.07034 -3.78801 2.30671
O: -3.06025 -4.49856 3.03971
O: -0.68633 -3.85335 2.66200
C: -2.17583 -4.44731 0.54812
F: -2.66437 -3.53261 -0.28892
F: -2.96798 -5.51238 0.52116
F: -0.96576 -4.80132 0.12862